Entry 1:
Entry from the Open Molecules 2025 dataset: C6H12CoN2OP as an isolated structure in a non-equilibrium geometry (wB97M-V/def2-TZVPD).

Positions of all 23 atoms, in Å:
C1 0.2740 -0.2173 -2.2156
C2 -0.9487 -0.9556 -2.2942
C3 -0.7126 -2.1579 -1.5589
C4 0.7064 -2.3977 -1.5039
C5 1.3115 -1.1228 -1.7239
Co1 1.1785 1.4646 1.3292
P1 -0.2635 3.0316 0.3945
H1 0.4259 0.8342 -2.4406
H2 -1.9000 -0.5875 -2.6823
H3 -1.4730 -2.8965 -1.3005
H4 2.3371 -0.8387 -1.5225
H5 1.2156 -3.2992 -1.1514
H6 -1.5808 2.9616 0.9361
H7 -0.6615 2.7576 -0.9537
H8 -0.0881 4.4515 0.3663
N1 1.1562 -0.0405 4.1519
C6 0.0185 -0.0585 3.4013
N2 -1.1320 -0.2473 4.0731
O1 0.0596 0.0585 2.1523
H9 1.1329 -0.3218 5.1208
H10 2.0372 -0.0913 3.6627
H11 -2.0027 -0.1264 3.5757
H12 -1.0911 -0.1961 5.0766

## Properties
Net charge: -1
Lowest unoccupied orbital energy (spin up / spin down), eV: 2.68 / 2.43
Highest occupied orbital energy (spin up / spin down), eV: -1.342 / -2.139
2S+1: 4
Kohn-Sham gap (spin up / spin down), eV: 4.025 / 4.573

Entry 2:
Entry from the Open Molecules 2025 dataset: C6H12ErO4 as an isolated structure in a non-equilibrium geometry (wB97M-V/def2-TZVPD).

Positions of all 23 atoms, in Å:
C1 -2.0068 -1.7037 -0.7695
H1 -1.7942 -1.7693 -1.8396
H2 -2.0580 -0.7811 -0.1856
H3 -1.5812 -2.5520 -0.2244
O1 -3.5871 -2.0481 -0.8131
C2 -4.0965 -3.0458 -0.3110
H4 -5.1918 -3.0953 -0.2744
H5 -3.4709 -3.8157 0.1657
O2 0.8013 -0.7339 -0.8647
C3 1.5095 -1.0002 0.3744
C4 1.2173 0.1005 1.3574
O3 1.9943 1.2765 0.9382
C5 1.3550 2.4780 0.5318
C6 2.2677 3.0985 -0.5321
O4 2.5850 2.1947 -1.5391
Er1 2.5946 0.2508 -1.1115
H6 1.2768 -1.9880 0.8132
H7 1.5274 -0.1568 2.3823
H8 0.1550 0.4201 1.3642
H9 1.2034 3.1621 1.3839
H10 0.3689 2.2432 0.0931
H11 3.1797 3.4679 -0.0145
H12 1.7505 3.9975 -0.9248

## Properties
Net charge: +1
Lowest unoccupied orbital energy (spin up / spin down), eV: -5.51 / -5.51
Highest occupied orbital energy (spin up / spin down), eV: -9.690 / -9.670
2S+1: 4
Energy relative to the best compared isomer or geometry (same formula, charge and spin), kJ/mol: 77.1
Kohn-Sham gap (spin up / spin down), eV: 4.177 / 4.156

Entry 3:
Entry from the Open Molecules 2025 dataset: C6H12F6LiO8S2 as an isolated structure in a non-equilibrium geometry (wB97M-V/def2-TZVPD).

Positions of all 35 atoms, in Å:
Li1 0.0881 -0.1260 -0.3568
C1 -3.1358 5.5626 -1.5242
F1 -4.0693 6.4076 -0.9637
F2 -3.7397 4.5279 -2.0461
F3 -2.3250 6.1493 -2.3975
S1 -2.0945 4.8616 -0.0749
O1 -1.5191 3.6136 -0.6134
O2 -1.0745 5.8175 0.3244
O3 -3.1168 4.5545 0.9362
C2 -4.7524 -2.6943 2.5743
F4 -5.7356 -2.9571 3.4457
F5 -3.9355 -3.7353 2.3007
F6 -5.3414 -2.2301 1.4673
S2 -3.6020 -1.2742 3.4364
O4 -2.5064 -0.9418 2.4963
O5 -4.5292 -0.1252 3.6375
O6 -3.0988 -1.8303 4.6749
C3 3.7280 -1.7629 2.8756
C4 4.4363 -0.6429 2.1794
O7 3.4285 -0.0531 1.3848
H1 2.9942 -1.4086 3.5996
H2 4.4377 -2.4185 3.3802
H3 3.1259 -2.3839 2.2124
H4 5.2004 -1.0241 1.5021
H5 4.8401 0.0720 2.8963
H6 3.6551 0.8704 1.2524
C5 3.0724 -1.7739 -4.3931
C6 1.5917 -2.2445 -4.2411
O8 0.7932 -1.3382 -3.5998
H7 3.4005 -1.3516 -3.4434
H8 3.0471 -0.9715 -5.1304
H9 3.6918 -2.6039 -4.7330
H10 1.5619 -3.0737 -3.5343
H11 1.1447 -2.5473 -5.1880
H12 0.3382 -0.9241 -4.3368

## Properties
Net charge: -1
Lowest unoccupied orbital energy, eV: -0.01
Highest occupied orbital energy, eV: -5.666
Energy relative to the best compared isomer or geometry (same formula, charge and spin), kJ/mol: 496.8
Kohn-Sham gap, eV: 5.656

Entry 4:
Entry from the Open Molecules 2025 dataset: C6H12F6NaO6P as an isolated structure in a non-equilibrium geometry (wB97M-V/def2-TZVPD).

Positions of all 32 atoms, in Å:
Na1 -9.4801 14.8092 6.6874
P1 -10.6416 10.3722 8.9752
F1 -11.9484 9.4509 8.8312
F2 -10.8303 10.3221 10.6181
F3 -9.6371 9.0991 8.9195
F4 -9.4442 11.4307 9.0900
F5 -10.5159 10.3887 7.3186
F6 -11.6940 11.6830 8.8335
C1 -6.6878 18.4817 11.3656
O1 -7.7119 17.9204 12.1774
C2 -8.6211 17.0400 11.6666
O2 -8.6860 16.7148 10.5410
O3 -9.3473 16.6132 12.6970
C3 -10.3236 15.6005 12.5789
H1 -6.9979 18.9178 10.4160
H2 -6.0052 17.6614 11.1437
H3 -6.1280 19.2591 11.8855
H4 -9.8517 14.6207 12.5056
H5 -10.9122 15.6763 11.6647
H6 -11.1051 15.5587 13.3376
C4 -13.7191 13.0284 2.8614
O4 -13.0723 13.4833 1.6757
C5 -12.1616 14.4927 1.8794
O5 -11.7590 14.9299 2.9164
O6 -11.8481 14.9084 0.6817
C6 -10.9774 15.9396 0.4392
H7 -14.2916 12.1283 2.6375
H8 -14.4200 13.8572 2.9609
H9 -13.0324 12.7896 3.6735
H10 -11.2391 16.8596 0.9620
H11 -11.0165 16.2110 -0.6157
H12 -10.0209 15.6554 0.8779

## Properties
Net charge: 0
Lowest unoccupied orbital energy, eV: -2.58
Highest occupied orbital energy, eV: -10.766
Kohn-Sham gap, eV: 8.186

Entry 5:
Entry from the Open Molecules 2025 dataset: a 2-piece molecular cluster, C6H12FN2 overall in a non-equilibrium geometry (wB97M-V/def2-TZVPD).

Positions of all 21 atoms, in Å:
C1 1.3457 -0.0503 2.2837
C2 3.1373 -0.9062 3.6586
C3 -0.6484 0.3177 -0.3674
C4 0.6341 1.1050 -2.3364
C5 -2.0362 -1.5115 0.5177
C6 -0.2760 1.5334 -1.1236
N1 2.1772 -0.2174 3.1914
N2 -1.7516 -0.3026 -0.2977
F1 0.6799 1.1121 2.0859
H1 4.0509 -1.0631 3.2380
H2 3.1497 -1.2232 4.6134
H3 0.1289 -0.3561 0.2485
H4 0.9158 2.0355 -2.7932
H5 0.1390 0.5950 -3.0224
H6 1.3778 0.4908 -1.8326
H7 -3.1481 -1.8418 0.4685
H8 -1.4508 -2.3872 0.1503
H9 -1.6463 -1.2611 1.4865
H10 -0.9812 2.1047 -1.6914
H11 0.2840 2.0628 -0.4869
H12 -2.4787 0.1533 -0.8924

## Properties
Net charge: +1
Lowest unoccupied orbital energy (spin up / spin down), eV: -3.70 / -3.70
Highest occupied orbital energy (spin up / spin down), eV: -12.155 / -12.154
Energy relative to the best compared isomer or geometry (same formula, charge and spin), kJ/mol: 318.6
Kohn-Sham gap (spin up / spin down), eV: 8.458 / 8.457

Entry 6:
Entry from the Open Molecules 2025 dataset: a 2-piece molecular cluster, C6H12FN4 overall in a non-equilibrium geometry (wB97M-V/def2-TZVPD).

Positions of all 23 atoms, in Å:
C1 0.3733 0.6859 -0.6137
C2 2.4672 0.0916 -0.2215
C3 3.7965 -0.7121 -0.1736
C4 -2.4155 1.9035 0.5890
C5 -2.1506 -0.6639 0.3397
C6 -2.1687 0.6759 -0.2448
N1 1.3206 -0.2697 -0.8210
N2 0.9886 1.7611 -0.1142
N3 2.2447 1.3283 0.2155
N4 -1.3385 -1.6607 -0.3232
F1 -2.3165 0.7958 -1.5870
H1 3.4930 -1.6260 -0.6895
H2 4.6134 -0.0522 -0.6111
H3 4.1821 -0.6871 0.8585
H4 -2.0524 2.7372 0.0330
H5 -2.0938 1.7655 1.6433
H6 -3.4573 2.0098 0.6301
H7 -3.2479 -0.9623 0.4185
H8 -1.7766 -0.5122 1.3880
H9 2.7387 1.8179 0.8717
H10 1.1304 -1.1614 -1.4001
H11 -1.4492 -1.9593 -1.3226
H12 -1.3953 -2.4107 0.2653

## Properties
Net charge: +1
Lowest unoccupied orbital energy (spin up / spin down), eV: -4.30 / -4.30
Highest occupied orbital energy (spin up / spin down), eV: -12.642 / -12.643
Energy relative to the best compared isomer or geometry (same formula, charge and spin), kJ/mol: 286.0
Kohn-Sham gap (spin up / spin down), eV: 8.346 / 8.347

Entry 7:
Entry from the Open Molecules 2025 dataset: C6H12GdOP as an isolated structure in a non-equilibrium geometry (wB97M-V/def2-TZVPD).

Positions of all 21 atoms, in Å:
C1 -0.8962 0.4285 -1.8588
C2 -1.1440 1.6472 -2.4058
C3 -0.1689 2.6264 -1.9711
C4 0.7976 2.0798 -1.1572
C5 0.5884 0.6427 -0.8790
Gd1 -1.9774 -1.1418 1.6654
P1 -0.4852 -3.2118 0.4761
H1 -1.3864 -0.5428 -1.9692
H2 -1.9602 1.9114 -3.0678
H3 -0.2695 3.6549 -2.2924
H4 1.3727 -0.0288 -1.2372
H5 1.6455 2.6086 -0.7188
H6 0.9215 -3.3208 0.1562
H7 -1.0171 -3.7469 -0.7574
H8 -0.5892 -4.4470 1.2129
C6 0.8939 0.1096 2.9587
O1 -0.3697 -0.1831 2.3791
H9 1.6139 0.3012 2.1574
H10 1.2367 -0.7751 3.5087
H11 0.7975 0.9710 3.6230
H12 0.3959 0.4171 0.1771

## Properties
Net charge: 0
Lowest unoccupied orbital energy (spin up / spin down), eV: 0.37 / 0.32
Highest occupied orbital energy (spin up / spin down), eV: -4.609 / -6.447
2S+1: 8
Energy relative to the best compared isomer or geometry (same formula, charge and spin), kJ/mol: 0.0
Kohn-Sham gap (spin up / spin down), eV: 4.977 / 6.764

Entry 8:
Entry from the Open Molecules 2025 dataset: an isolated ion of composition C6H12I2NOS and charge +1 in a non-equilibrium geometry (wB97M-V/def2-TZVPD).

Positions of all 23 atoms, in Å:
C1 3.4004 -0.7144 0.4818
C2 2.2153 -0.1868 -0.5742
I1 1.9629 -1.7867 -2.0438
C3 0.9021 0.1286 0.3543
I2 1.4652 1.9067 1.5811
C4 -0.4907 0.3895 -0.4686
S1 -0.2142 1.3766 -2.0807
C5 -1.7879 1.0589 0.3465
N1 -2.3870 -0.2423 0.9203
C6 -2.5749 -1.0223 -0.3973
O1 -1.2307 -0.7921 -1.0239
H1 3.8969 -1.7000 0.0401
H2 4.1739 0.1205 0.7544
H3 2.8307 -1.0803 1.4652
H4 2.6404 0.8222 -1.0460
H5 0.6995 -0.7201 1.1469
H6 -0.2211 2.7568 -1.8179
H7 -1.5721 1.8871 1.1442
H8 -2.6293 1.4460 -0.3782
H9 -1.5591 -0.7658 1.3225
H10 -3.2252 -0.1570 1.5442
H11 -2.8168 -2.1743 -0.2883
H12 -3.4782 -0.5507 -0.9828

## Properties
Net charge: +1
Lowest unoccupied orbital energy, eV: -3.56
Highest occupied orbital energy, eV: -12.132
Energy relative to the best compared isomer or geometry (same formula, charge and spin), kJ/mol: 322.8
SMILES: C[C@@H](I)[C@@H](I)[C@]1(S)C[NH2+]CO1
Kohn-Sham gap, eV: 8.575

Entry 9:
Entry from the Open Molecules 2025 dataset: the molecule C6H12IN in a non-equilibrium geometry (wB97M-V/def2-TZVPD).

Positions of all 20 atoms, in Å:
H1 0.7344 -1.9047 -1.5577
N1 -0.0474 -1.6230 -0.9973
C1 0.1086 -0.5436 -0.3483
C2 -0.8736 0.1782 0.5407
C3 -0.4679 -0.1089 1.9981
C4 -2.2560 -0.2592 0.2555
C5 1.5790 0.2639 -0.4017
C6 1.4850 1.0587 -1.6845
I1 3.3322 -1.1107 -0.2064
H2 -0.8726 1.2883 0.4023
H3 -0.1259 0.8340 2.3785
H4 0.3004 -0.8601 2.0979
H5 -1.3980 -0.5139 2.5275
H6 -2.1946 -1.3200 0.2308
H7 -2.6136 -0.0302 -0.7572
H8 -2.7593 0.0290 1.1217
H9 1.7587 0.7547 0.4756
H10 0.4473 1.0260 -1.9745
H11 2.1421 0.7033 -2.3823
H12 1.7210 2.1383 -1.7187

## Properties
Net charge: 0
Lowest unoccupied orbital energy, eV: 0.35
Highest occupied orbital energy, eV: -9.349
Energy relative to the best compared isomer or geometry (same formula, charge and spin), kJ/mol: 45.0
SMILES: [H]/N=C(/C(C)C)[C@H](C)I
Kohn-Sham gap, eV: 9.702

Entry 10:
Entry from the Open Molecules 2025 dataset: an isolated ion of composition C6H12N and charge +1 in a non-equilibrium geometry (wB97M-V/def2-TZVPD).

Positions of all 19 atoms, in Å:
C1 -1.9313 0.2209 0.0204
C2 -0.8453 -0.8354 0.8217
C3 0.5485 -0.6719 0.2840
C4 1.5770 -0.4377 1.2925
C5 1.7693 0.0666 -1.4982
C6 0.6523 -0.6424 -1.1264
N1 -1.7908 1.6604 0.1910
H1 -1.9981 0.0542 -1.0586
H2 -2.9147 0.0134 0.4307
H3 -0.7825 -0.4876 1.8527
H4 -1.4059 -1.7656 0.7536
H5 2.3528 -0.9586 0.7005
H6 2.1351 0.5575 1.0767
H7 1.9123 0.6911 -2.3840
H8 2.8651 -0.2490 -1.2635
H9 -0.1621 -0.5817 -1.8464
H10 -0.8829 1.9584 -0.1374
H11 1.3311 -0.7480 2.3114
H12 -2.4299 2.1554 -0.4206

## Properties
Net charge: +1
Lowest unoccupied orbital energy, eV: -6.46
Highest occupied orbital energy, eV: -13.188
Energy relative to the best compared isomer or geometry (same formula, charge and spin), kJ/mol: 422.8
Kohn-Sham gap, eV: 6.732

Entry 11:
Entry from the Open Molecules 2025 dataset: an isolated ion of composition C6H12N and charge +1 in a non-equilibrium geometry (wB97M-V/def2-TZVPD).

Positions of all 19 atoms, in Å:
C1 3.2580 0.1241 -0.7240
C2 2.5488 -0.0219 0.4599
C3 1.2256 -0.1982 0.8046
N1 0.0607 -0.0775 0.1304
C4 -1.3101 -0.1400 0.4141
C5 -1.7776 -1.1544 -0.6587
C6 -1.9078 1.2476 0.2157
H1 2.6814 0.1178 -1.7541
H2 4.2942 0.1251 -0.7586
H3 3.1023 0.0862 1.4111
H4 0.9662 -0.5344 1.8751
H5 0.2436 -0.0360 -0.8765
H6 -1.3420 -0.4740 1.4483
H7 -1.1626 -2.0541 -0.3371
H8 -2.9348 -1.2186 -0.5764
H9 -1.4611 -0.8340 -1.6014
H10 -1.4016 2.0540 0.7029
H11 -2.9694 1.4742 0.6239
H12 -2.1139 1.5142 -0.7992

## Properties
Net charge: +1
Lowest unoccupied orbital energy, eV: -5.73
Highest occupied orbital energy, eV: -14.697
Energy relative to the best compared isomer or geometry (same formula, charge and spin), kJ/mol: 234.2
SMILES: C=C/C=[NH+]/C(C)C
Kohn-Sham gap, eV: 8.968

Entry 12:
Entry from the Open Molecules 2025 dataset: an isolated ion of composition C6H12N and charge +1 in a non-equilibrium geometry (wB97M-V/def2-TZVPD).

Positions of all 19 atoms, in Å:
C1 0.8151 -1.8305 1.2897
C2 0.6526 -0.6616 0.6738
C3 1.2819 0.9701 1.0102
N1 0.1350 1.4456 0.1439
C4 -0.3532 0.0767 -0.2990
C5 -1.8627 -0.0899 -0.2089
C6 0.1424 -0.2147 -1.7187
H1 0.2986 -2.6381 0.8052
H2 1.6638 -1.9020 1.9655
H3 1.1664 1.2707 2.0325
H4 2.2627 1.0466 0.6240
H5 -0.6400 1.5985 0.7866
H6 0.2790 2.2196 -0.4997
H7 -2.0819 -1.0748 -0.1615
H8 -2.3853 0.2576 -1.0198
H9 -2.3448 0.3814 0.7228
H10 -0.5027 -0.8148 -2.2477
H11 1.2090 -0.7276 -1.6730
H12 0.2640 0.6875 -2.2259

## Properties
Net charge: +1
Lowest unoccupied orbital energy, eV: -3.14
Highest occupied orbital energy, eV: -14.277
Energy relative to the best compared isomer or geometry (same formula, charge and spin), kJ/mol: 269.7
SMILES: C=C1C[NH2+]C1(C)C
Kohn-Sham gap, eV: 11.137